Entry 1:
Molecular formula: C12H12O2S
Method: DFT, wB97M-V/def2-TZVPD

For the HOMO energy, the calculation gives -0.322 Eh. Its maximum force is 3.01 eV/A. The spin multiplicity is 1. The calculation puts the energy relative to the best compared isomer or geometry (same formula, charge and spin) at 1.963 eV. The SMILES is CC1(S(=O)(=O)c2ccccc2)C=CC=C1.

Geometry as XYZ:
```
27
Properties=species:S:1:pos:R:3:forces:R:3:mulliken_charge:R:1
C -3.408606 -1.310331 0.440385 -0.6 -1.8 1.1 -0.27
H 2.105816 -0.090956 2.546790 -1.8 -1.5 -1.7 0.35
H -1.549015 -2.513011 0.134248 -0.8 0.8 0.6 0.37
C -3.233133 0.951455 -0.295992 1.6 -1.8 -1.4 -0.67
C 1.661671 1.544449 -0.004929 -0.3 1.7 -0.1 -0.93
C -3.997862 -0.115372 0.176822 1.3 1.3 0.9 -0.51
H 0.847900 2.247265 0.248683 0.5 -0.6 -0.2 0.41
H -1.369059 1.509393 -1.268034 0.2 -0.1 0.2 0.48
H 0.354210 -0.129748 1.985355 -0.3 -0.1 0.2 0.37
C 3.619415 0.719736 -0.727082 2.2 -0.9 0.2 -0.38
H 1.308331 -1.564835 1.478909 0.3 0.3 0.8 0.38
C 2.747198 1.839044 -0.774939 -1.5 1.6 0.9 -0.35
C -1.354664 -0.531009 -0.472452 1.1 1.0 -0.3 0.16
O 0.566145 -0.262069 -2.268919 0.2 0.5 -0.4 -0.66
C 1.790329 0.166509 0.464555 -1.6 -0.8 -1.6 1.25
H -3.644012 1.875855 -0.540938 -0.8 1.5 0.0 0.42
C 1.335138 -0.483873 1.694312 1.0 1.3 2.5 -1.39
H -4.042254 -2.006742 1.047532 1.0 0.2 -1.0 0.30
H -4.904871 -0.043790 0.701412 -1.6 0.9 -0.2 0.34
O 0.683551 -2.210900 -0.753291 0.1 -0.9 0.3 -0.65
C 3.112915 -0.255826 0.058205 -0.6 1.4 -2.2 -0.96
C -1.891545 0.723113 -0.739150 -1.8 -0.1 1.0 -0.37
S 0.422113 -0.817301 -0.958779 0.0 0.9 0.8 1.30
C -2.093646 -1.535287 0.122412 1.8 -1.6 -0.8 -0.29
H 4.630089 0.718075 -1.144953 -0.5 -0.1 -0.2 0.42
H 3.348585 -1.255128 0.058237 1.1 -2.1 0.4 0.45
H 2.955262 2.831275 -1.208388 -0.2 -0.8 0.1 0.43
```
Forces are in eV/Å.

=====

Entry 2:
Molecular formula: C9H8Br2S2
Method: DFT, wB97M-V/def2-TZVPD

For the HOMO energy, the calculation gives -0.300 Eh. Its maximum force is 3.87 eV/A. The spin multiplicity is 1. The calculation puts the energy relative to the best compared isomer or geometry (same formula, charge and spin) at 0.000 eV. The SMILES is C=C/C(Br)=C(\SC)c1sccc1Br.

Geometry as XYZ:
```
21
Properties=species:S:1:pos:R:3:forces:R:3:mulliken_charge:R:1
H 2.022643 1.313561 0.784175 -0.3 0.5 -2.5 0.15
C 1.408578 -0.869848 2.974416 0.4 -1.1 2.0 -0.25
S 1.765257 -1.220287 1.392694 -0.3 0.0 -2.0 -0.06
C -0.420418 -0.131501 1.945554 -0.6 0.9 0.7 0.51
C -0.858152 -1.130296 -1.304149 -0.6 0.4 2.6 0.21
H -0.161554 0.016711 4.112952 -0.9 0.4 1.9 0.49
Br -1.990134 0.914197 1.838923 -0.2 -0.1 -0.1 -0.12
H 1.185902 2.699551 0.336720 -1.1 1.2 0.1 0.30
C 0.184563 -0.355324 3.220808 0.9 0.0 -3.1 -0.70
H 2.571716 2.412055 -0.767748 -1.9 -1.5 1.4 0.28
H -1.577227 -1.970600 -3.062741 -0.4 -0.3 -0.3 0.30
C -0.222167 -0.229330 -0.482890 1.1 -1.2 -3.5 0.65
C 0.269543 -0.495296 0.834097 -0.3 -0.5 1.9 -0.60
Br -1.545107 -2.812959 -0.479836 0.6 1.1 -0.3 -0.18
H 2.084383 -1.276343 3.716810 0.1 0.3 0.0 0.42
S 0.637001 1.080278 -1.409608 -0.1 0.0 0.8 -0.10
C -1.430859 -1.004110 -2.624042 0.4 0.5 -0.5 -0.37
H -1.588246 1.156317 -3.188081 0.0 -1.1 0.7 0.25
H -2.244676 -0.074155 -4.321253 0.3 -0.3 0.4 0.24
C -1.753190 0.069895 -3.348646 -0.1 0.9 -0.9 -0.78
C 1.662144 1.907483 -0.168154 2.9 -0.2 0.5 -0.64
```
Forces are in eV/Å.

=====

The lowest maximum force belongs to which entry? C12H12O2S

=====

Among the records above, which one has the lowest energy relative to the best compared isomer or geometry (same formula, charge and spin)? C9H8Br2S2

=====

Which of these has the lowest energy relative to the best compared isomer or geometry (same formula, charge and spin)? C9H8Br2S2

=====

What is the formula in the first record? C12H12O2S